Here is a structure of composition C14H22BF13N2O9PS2 from the Open Molecules 2025 dataset. Energies are from ωB97M-V with the def2-TZVPD basis set.

XYZ file:
```
64
Properties=species:S:1:pos:R:3:forces:R:3
N -2.781 -7.043 4.072 0.93 0.07 -0.22
B -2.063 -6.129 3.151 0.52 -0.16 0.74
O -0.703 -5.948 3.330 -0.67 -0.18 -0.58
S -3.022 -5.263 1.781 -2.10 0.51 -1.58
O -2.507 -5.690 0.490 1.05 0.24 0.54
O -4.405 -5.703 1.909 0.26 0.28 1.03
N -3.047 -3.633 2.031 1.77 -0.25 0.11
S -1.742 -2.868 1.389 -0.74 -1.93 -1.90
O -0.518 -3.666 1.412 -0.07 0.64 1.33
O -2.021 -2.471 0.018 -0.26 1.03 0.63
C -1.506 -1.328 2.358 0.97 -0.23 -0.54
C 0.056 -1.146 2.434 -1.44 0.12 -0.34
C 0.333 0.326 2.724 -0.89 -0.60 0.38
F -0.474 0.697 3.769 0.35 0.16 0.08
F -0.081 1.103 1.684 0.51 -0.45 0.49
C 1.804 0.713 3.138 -0.52 0.20 0.02
F 1.801 1.021 4.451 0.19 -0.40 0.09
F 2.189 1.839 2.502 0.17 -0.19 -0.16
C 2.930 -0.351 2.936 0.85 0.68 0.72
F 4.048 0.250 3.431 -0.09 0.17 -0.23
F 2.765 -1.409 3.745 -0.61 -0.27 -0.43
C 3.264 -0.746 1.456 0.34 0.01 -0.98
F 4.445 -0.170 1.137 0.05 -0.20 0.18
F 2.387 -0.237 0.563 -0.50 -0.15 0.63
C 3.411 -2.261 1.154 0.95 -0.33 -0.43
F 4.563 -2.672 1.748 -0.18 0.07 0.28
F 2.396 -2.991 1.589 -0.10 0.11 0.45
C 3.556 -2.620 -0.377 -2.20 0.09 0.29
F 4.148 -3.799 -0.475 0.80 0.17 -0.21
F 4.113 -1.677 -1.117 0.94 -0.14 0.05
F 2.315 -2.781 -0.852 -0.03 0.10 -0.08
H -2.676 -8.005 3.748 -0.66 0.10 -0.08
H -2.253 -7.017 4.947 -0.16 -0.11 -0.08
H -0.366 -6.798 3.646 0.16 0.38 0.31
H -1.978 -1.374 3.344 0.03 -0.01 -0.37
H -1.877 -0.523 1.712 -0.39 -0.34 0.38
H 0.411 -1.400 1.423 0.29 -0.02 0.58
H 0.401 -1.843 3.205 0.43 0.37 -0.34
O -1.543 3.560 -1.404 -1.60 3.17 -1.43
P -1.060 3.577 -2.824 4.34 -6.78 0.27
O -1.580 2.128 -3.380 -0.16 1.01 -0.14
C -2.973 1.945 -3.623 -0.28 -0.05 -0.13
C -3.416 2.631 -4.904 0.04 0.14 -0.01
O 0.523 3.205 -2.571 -0.28 0.98 -0.26
C 1.141 3.457 -1.308 0.13 -0.36 0.30
C 1.176 2.194 -0.471 0.09 0.10 -0.46
O -0.643 4.072 -4.374 -2.30 1.99 1.49
C -0.454 5.484 -4.580 0.31 0.23 -0.11
C 0.794 6.007 -3.890 0.00 -0.02 0.19
H -3.553 2.308 -2.769 0.04 -0.06 0.02
H -3.140 0.871 -3.703 0.15 0.00 0.09
H -3.347 3.719 -4.812 -0.07 -0.02 -0.02
H -4.450 2.374 -5.141 0.01 -0.01 0.04
H -2.778 2.338 -5.739 -0.02 -0.06 0.03
H 0.641 4.270 -0.780 -0.12 -0.10 -0.01
H 2.163 3.791 -1.510 -0.05 -0.01 -0.19
H 0.191 1.748 -0.382 -0.07 0.20 -0.08
H 1.557 2.404 0.524 0.01 0.07 -0.11
H 1.818 1.448 -0.941 0.01 0.14 -0.05
H -1.340 6.026 -4.238 0.01 0.06 -0.10
H -0.369 5.636 -5.657 -0.08 -0.18 0.01
H 0.679 5.995 -2.804 0.03 0.02 -0.01
H 0.995 7.037 -4.193 -0.05 -0.02 -0.03
H 1.658 5.389 -4.133 -0.04 0.00 -0.05
```
Forces are in eV/Å.

The calculation puts the energy above the lowest of the compared OMol25 structures with the same formula, charge and spin at 233.2 kJ/mol. As for the LUMO energy: 1.20 eV. The maximum force comes out at 8.06 eV/A. The spin multiplicity is 1. As for the charge: -1.